[1]
# C35H68Cl2NO5Si2

2 unconnected molecules or ions with the total composition C35H68Cl2NO5Si2 (ωB97M-V with the def2-TZVPD basis set, the Open Molecules 2025 dataset).

## Properties
electronic energy: -3304.089764 Eh
HOMO energy: -3.19 eV

```
! RIJCOSX wB97M-V def2-TZVPD def2/J DEFGRID3
* xyz -1 1
C 3.13 2.42 -1.37
C 1.94 1.72 -1.07
C 0.52 0.96 -0.72
C 0.50 -0.64 -0.85
C 2.06 -1.17 -0.52
C 2.74 -0.96 0.80
C -0.33 -1.20 0.50
C -0.07 -2.83 0.75
O 0.51 -3.33 1.85
O 0.04 -1.34 -1.97
C -0.59 -0.73 -3.11
C 0.43 -0.90 -4.36
Cl 1.34 -2.54 -4.05
C 1.62 0.22 -4.53
C 1.17 1.78 -4.38
Cl 3.21 -0.22 -3.60
C -2.10 -1.43 -3.26
C -2.50 -1.88 -4.79
C -3.13 -0.63 -5.71
C -2.18 0.69 -5.81
O -2.95 1.71 -6.59
C -2.32 -2.74 -2.31
C -3.91 -3.26 -2.22
C -4.34 -3.75 -0.71
C -5.65 -2.91 -0.11
C -5.81 -3.01 1.51
C -4.45 -2.66 2.37
C -3.96 -4.04 3.12
C -2.36 -4.36 2.89
C -2.06 -5.86 3.52
C -0.80 -5.75 4.55
C 0.18 -7.08 4.45
O 0.58 -7.43 3.08
C 2.07 -7.55 2.98
O -3.14 -0.40 -2.95
C -3.17 -0.02 -1.55
H 3.90 3.30 -1.60
H 0.33 1.22 0.43
H -0.32 1.56 -1.29
H 2.68 -1.81 -1.31
H 2.75 0.08 1.38
H 3.26 -1.88 1.30
H 0.04 -0.67 1.49
H -1.49 -1.08 0.40
H -0.40 -3.52 -0.14
H -0.85 0.42 -3.04
H -0.02 -1.01 -5.42
H 1.98 0.12 -5.66
H 0.56 2.08 -5.35
H 0.53 2.05 -3.44
H 2.17 2.43 -4.43
H -1.62 -2.45 -5.37
H -3.39 -2.68 -4.84
H -3.25 -1.08 -6.80
H -4.23 -0.37 -5.33
H -1.20 0.50 -6.47
H -1.95 1.18 -4.78
H -3.75 2.00 -6.05
H -1.64 -3.65 -2.67
H -2.07 -2.56 -1.16
H -4.68 -2.47 -2.61
H -3.98 -4.18 -2.98
H -3.43 -3.79 0.03
H -4.72 -4.87 -0.82
H -5.66 -1.79 -0.44
H -6.62 -3.43 -0.57
H -6.26 -4.08 1.76
H -6.64 -2.24 1.90
H -4.63 -1.83 3.20
H -3.58 -2.27 1.66
H -4.54 -5.01 2.74
H -4.16 -3.98 4.29
H -2.13 -4.45 1.73
H -1.65 -3.53 3.36
H -1.88 -6.66 2.66
H -3.03 -6.20 4.09
H -0.14 -4.82 4.30
H -1.21 -5.62 5.64
H 1.15 -6.81 5.09
H -0.39 -7.98 4.95
H 2.34 -7.64 1.82
H 2.47 -8.48 3.59
H 2.63 -6.61 3.40
H -2.16 0.35 -1.09
H -3.66 -0.82 -0.82
H -3.91 0.92 -1.47
C 4.47 6.37 5.44
Si 4.63 6.95 3.64
C 6.40 6.61 3.13
C 4.35 8.80 3.66
N 3.46 6.09 2.67
Si 3.35 6.40 0.95
C 4.93 5.99 0.03
C 2.87 8.17 0.56
C 1.99 5.30 0.22
H 5.19 6.90 6.07
H 3.47 6.57 5.83
H 4.67 5.29 5.52
H 7.09 6.99 3.89
H 6.65 7.11 2.19
H 6.58 5.54 3.01
H 3.30 9.04 3.88
H 4.62 9.27 2.71
H 4.96 9.27 4.44
H 5.72 6.71 0.24
H 4.75 6.00 -1.05
H 5.29 4.99 0.30
H 2.00 8.48 1.15
H 2.61 8.27 -0.50
H 3.69 8.87 0.76
H 1.03 5.51 0.68
H 2.23 4.24 0.37
H 1.91 5.49 -0.86
*
```

Mulliken population analysis, charges in e, atoms 1 to 4: number 1, C, carries -0.92; number 2, C, carries -0.49; number 3, C, carries 0.15; number 4, C, carries 0.90



[2]
# C25H24NOS3

2 unconnected molecules or ions with the total composition C25H24NOS3 (ωB97M-V with the def2-TZVPD basis set, the Open Molecules 2025 dataset).

## Properties
electronic energy: -2291.325896 Eh
energy above the lowest of the compared OMol25 structures with the same formula, charge and spin: 0.000 eV
HOMO energy: -9.10 eV

```
! RIJCOSX wB97M-V def2-TZVPD def2/J DEFGRID3
* xyz 1 1
C -1.19 2.37 4.47
O -1.09 1.98 3.08
C -0.91 0.67 2.78
C -2.08 -0.19 2.89
C -2.21 -1.00 4.03
C -3.29 -1.86 4.17
C -4.29 -1.88 3.18
C -4.17 -1.08 2.03
C -3.07 -0.24 1.88
C 0.42 0.26 2.65
N 0.91 -1.02 2.58
C 0.08 -2.20 2.35
C 2.29 -1.13 2.74
C 2.90 0.13 2.86
C 4.27 0.22 3.08
C 5.02 -0.96 3.17
C 4.40 -2.22 3.06
C 3.03 -2.32 2.86
S 1.72 1.43 2.77
H -1.13 3.47 4.45
H -2.16 2.05 4.87
H -0.35 1.95 5.04
H -1.42 -0.94 4.79
H -3.36 -2.51 5.04
H -5.15 -2.53 3.30
H -4.93 -1.12 1.25
H -2.92 0.39 1.00
H 0.74 -2.99 1.98
H -0.39 -2.53 3.28
H -0.68 -1.98 1.60
H 4.72 1.21 3.17
H 6.09 -0.90 3.34
H 5.00 -3.12 3.14
H 2.54 -3.30 2.82
C -6.45 3.63 2.97
C -6.18 2.89 1.82
C -4.88 2.81 1.34
C -3.83 3.51 1.97
C -2.53 3.55 1.35
S -1.35 4.73 1.77
C -0.69 5.04 0.08
C -1.03 3.89 -0.86
S -2.23 2.73 -0.12
C -4.10 4.17 3.19
C -5.40 4.24 3.68
H -7.47 3.71 3.34
H -6.99 2.38 1.29
H -4.68 2.23 0.43
H -1.15 5.98 -0.26
H 0.39 5.17 0.17
H -1.49 4.25 -1.78
H -0.14 3.30 -1.11
H -3.29 4.65 3.73
H -5.62 4.76 4.61
*
```

Mulliken population analysis, charges in e, atoms 1 to 4: number 1, C, carries -0.80; number 2, O, carries 0.16; number 3, C, carries -1.28; number 4, C, carries 0.23



[3]
# C25H39AsN2O3P2S3ScSe2

A molecular structure, C25H39AsN2O3P2S3ScSe2 (ωB97M-V with the def2-TZVPD basis set, the Open Molecules 2025 dataset).

## Properties
electronic energy: -10988.023232 Eh
energy above the lowest of the compared OMol25 structures with the same formula, charge and spin: 1.668 eV
HOMO energy: -9.48 eV

```
! RIJCOSX wB97M-V def2-TZVPD def2/J DEFGRID3
* xyz 1 1
Sc -0.27 0.04 0.25
Se 0.13 -1.96 -1.51
P -1.56 -2.93 -0.54
Se -2.30 -1.60 1.00
C -1.07 -4.52 0.17
C -0.20 -5.34 -0.56
C 0.13 -6.59 -0.08
C -0.41 -7.04 1.12
C -1.28 -6.23 1.84
C -1.60 -4.97 1.37
C -2.86 -3.33 -1.73
C -4.06 -3.83 -1.25
C -5.07 -4.18 -2.13
C -4.87 -4.03 -3.50
C -3.67 -3.53 -3.98
C -2.66 -3.17 -3.10
H 0.23 -4.98 -1.49
H 0.80 -7.22 -0.64
H -0.16 -8.03 1.49
H -1.69 -6.58 2.77
H -2.27 -4.33 1.93
H -4.22 -3.94 -0.18
H -6.01 -4.57 -1.76
H -5.66 -4.31 -4.19
H -3.52 -3.41 -5.05
H -1.73 -2.77 -3.47
C 2.10 0.46 -5.89
N 3.44 0.14 -5.43
C 4.58 0.06 -6.22
C 5.61 -0.24 -5.41
N 5.09 -0.34 -4.13
C 3.75 -0.11 -4.13
S 2.71 -0.11 -2.81
H 2.06 0.32 -6.97
H 1.86 1.50 -5.65
H 1.39 -0.19 -5.39
H 4.55 0.22 -7.28
H 6.65 -0.40 -5.62
H 5.58 -0.57 -3.29
C -1.63 -0.23 4.57
As -1.68 1.28 3.39
C -3.49 1.77 2.99
C -0.76 2.75 4.16
O -0.91 0.90 1.96
H -2.57 -0.77 4.53
H -1.44 0.11 5.59
H -0.83 -0.88 4.24
H -4.12 0.88 3.00
H -3.49 2.20 1.99
H -3.86 2.49 3.72
H -1.26 3.08 5.08
H -0.74 3.56 3.43
H 0.26 2.44 4.38
C 1.02 6.15 0.77
C -0.19 5.24 0.73
C -1.06 5.43 -0.49
O 0.22 3.84 0.92
P 0.78 2.84 -0.17
S 1.87 1.44 0.73
S -0.71 1.98 -1.23
O 1.63 3.78 -1.11
C 2.84 3.36 -1.84
C 2.63 3.72 -3.29
C 4.01 4.07 -1.19
H 0.69 7.17 0.93
H 1.57 6.10 -0.16
H 1.68 5.87 1.59
H -0.80 5.41 1.63
H -0.49 5.25 -1.41
H -1.42 6.46 -0.51
H -1.92 4.76 -0.49
H 2.93 2.28 -1.74
H 2.49 4.80 -3.41
H 1.75 3.20 -3.68
H 3.50 3.42 -3.87
H 3.88 5.15 -1.23
H 4.93 3.81 -1.72
H 4.12 3.76 -0.15
*
```

Mulliken population analysis, charges in e, atoms 1 to 4: number 1, Sc, carries 0.19; number 2, Se, carries -0.25; number 3, P, carries 0.50; number 4, Se, carries -0.56